Record 1
Computed, not measured: a structure of composition C10H13ClO2ReS, with ωB97M-V/def2-TZVPD.

Last column: natural (NBO) charge in e.
Element x y z (Å)
Cl: -2.18 -1.22 -0.31  0.0490
C: 1.45 -1.71 -1.72  -0.2196
C: 2.20 -0.49 -1.49  -0.2256
C: 1.38 0.62 -1.94  -0.2918
H: 3.23 -0.45 -1.19  0.3060
C: 0.15 0.08 -2.47  0.0293
C: 0.22 -1.35 -2.35  -0.2271
H: -0.54 -2.03 -2.72  0.2968
H: 1.82 -2.71 -1.57  0.3052
H: 1.63 1.67 -1.95  0.3032
C: -1.00 0.87 -3.01  -0.6589
Re: 0.48 -0.43 -0.25  0.4204
C: 1.84 0.41 0.80  0.5886
C: 0.58 -2.00 0.92  0.6005
O: 2.70 0.95 1.40  -0.3760
O: 0.62 -2.90 1.66  -0.3183
H: -1.02 1.86 -2.55  0.2532
H: -1.94 0.36 -2.78  0.2504
H: -0.92 1.00 -4.09  0.2940
C: -0.01 1.39 3.20  -0.7462
S: -0.91 1.03 1.68  0.4941
C: -2.36 0.27 2.46  -0.7254
H: 1.00 0.98 3.16  0.2551
H: -0.56 0.97 4.05  0.2682
H: 0.05 2.48 3.29  0.2833
H: -2.13 -0.79 2.65  0.2507
H: -2.59 0.80 3.38  0.2752
H: -3.18 0.33 1.74  0.2657

Properties
spin multiplicity = 4
expectation value of S² = 3.77
total energy = -1475.26657 a.u.
LUMO energy (spin up / spin down) = -0.2863 / -0.4499 Eh
highest occupied orbital energy (spin up / spin down) = -0.581 / -0.639 Eh
relative energy (zero: lowest compared OMol25 entry of this formula, charge and spin) = 0.0 kcal per mole
net charge = +2

Record 2
Computed, not measured: a structure of composition C45H49GeILaN6OSe2, with ωB97M-V/def2-TZVPD.

Last column: Mulliken charge in e.
Element x y z (Å)
La: 0.94 0.39 0.82  0.6465
C: 3.25 -5.93 3.55  -1.5288
C: 2.58 -4.66 3.27  0.5046
C: 2.62 -3.59 4.16  -1.1246
C: 1.94 -2.45 3.91  -0.4585
C: 1.07 -2.26 2.83  -0.0026
N: 0.18 -1.17 2.81  0.4127
C: -1.06 -1.39 3.34  -0.8820
C: -1.63 -2.71 3.50  0.1465
C: -2.85 -2.97 4.07  -1.4766
C: -3.57 -1.87 4.61  0.4537
C: -4.97 -1.98 5.17  -1.4111
C: -3.03 -0.61 4.54  -0.3541
C: -1.82 -0.32 3.88  0.9482
N: -1.40 1.06 3.76  -0.2069
C: -1.83 2.02 4.59  -0.0987
C: -1.61 3.19 3.91  -1.4626
C: -1.00 2.87 2.71  -0.5711
N: -0.92 1.54 2.58  0.9332
C: 1.09 -3.31 1.90  0.1394
C: 1.80 -4.47 2.09  -0.7797
N: 0.19 -3.28 0.79  0.7033
C: -0.38 -4.34 0.19  -0.4028
C: -1.12 -3.83 -0.87  -1.6084
C: -0.91 -2.46 -0.83  -1.0121
N: -0.14 -2.15 0.21  1.8911
H: 3.58 -5.96 4.56  0.4455
H: 4.10 -6.05 2.89  0.2504
H: 2.54 -6.79 3.49  0.3315
H: 3.26 -3.73 5.02  0.3805
H: 1.97 -1.63 4.63  0.4995
H: -1.05 -3.53 3.07  0.3208
H: -3.27 -3.97 4.14  0.3820
H: -5.08 -1.20 5.97  0.3415
H: -5.07 -3.02 5.59  0.3471
H: -5.75 -1.78 4.46  0.2615
H: -3.58 0.25 4.88  0.5834
H: -2.13 1.77 5.67  0.4418
H: -1.73 4.21 4.29  0.3647
H: -0.58 3.49 1.98  0.4648
H: 1.84 -5.23 1.29  0.3759
H: -0.18 -5.36 0.56  0.3972
H: -1.78 -4.40 -1.52  0.4364
H: -1.34 -1.70 -1.45  0.4511
C: 3.79 -0.08 2.80  -0.7006
Se: 3.71 -0.66 0.91  -0.3966
C: 4.54 -4.79 -0.52  -0.4912
C: 3.47 -4.27 -1.08  -0.1611
Se: 1.88 -0.63 -2.52  0.0160
C: 3.71 -0.29 -3.19  -0.4927
H: 4.38 -0.68 3.51  0.3422
H: 2.72 -0.05 3.21  -0.0824
H: 4.06 0.97 2.83  0.3977
H: 4.80 -4.60 0.54  0.2177
H: 5.09 -5.62 -0.93  0.2692
H: 2.90 -3.50 -0.52  -0.1028
H: 3.06 -4.52 -2.07  0.2632
H: 4.37 -0.31 -2.29  0.2290
H: 3.67 0.70 -3.52  -0.0543
H: 4.07 -0.94 -4.01  0.3479
I: 2.34 3.19 1.35  -0.5777
C: 1.29 1.11 -1.65  -1.2390
Ge: 0.26 2.24 -2.83  1.7764
C: -0.04 3.88 -1.80  -0.7676
C: 0.73 5.01 -2.03  -0.2046
C: 0.65 6.19 -1.29  -0.8551
C: -0.24 6.16 -0.21  -0.2154
C: -1.20 5.20 -0.09  -0.8478
C: -1.04 4.00 -0.82  0.8044
C: 1.33 2.78 -4.37  -0.3763
C: 0.64 3.20 -5.54  -0.5343
C: 1.35 3.57 -6.66  -0.7031
C: 2.74 3.65 -6.63  -0.4508
C: 3.46 3.26 -5.50  -0.9324
C: 2.73 2.84 -4.38  -0.5573
C: -1.41 1.63 -3.61  0.3086
C: -1.67 0.33 -4.18  -0.6246
C: -2.90 0.00 -4.65  -0.4027
C: -3.99 0.86 -4.60  -0.8516
C: -3.72 2.18 -4.26  -0.4460
C: -2.48 2.56 -3.72  -0.4334
H: 2.19 1.61 -1.33  0.7820
H: 1.42 4.94 -2.84  0.3739
H: 1.36 6.97 -1.34  0.4057
H: -0.14 7.05 0.48  0.2160
H: -2.00 5.38 0.61  0.4586
H: -1.76 3.22 -0.64  0.1505
H: -0.41 3.20 -5.59  0.4150
H: 0.78 3.88 -7.54  0.3619
H: 3.20 3.94 -7.54  0.3816
H: 4.55 3.24 -5.52  0.3885
H: 3.25 2.56 -3.50  0.8154
H: -0.85 -0.34 -4.26  0.4533
H: -3.07 -1.02 -4.98  0.3817
H: -4.93 0.66 -5.01  0.4778
H: -4.52 2.95 -4.35  0.3033
H: -2.30 3.53 -3.31  0.3843
C: -3.86 0.99 -0.69  -0.8214
C: -2.63 0.38 -0.02  -0.1848
N: -2.84 -0.58 0.94  0.2110
O: -1.49 0.71 -0.35  1.2264
H: -4.05 1.98 -0.34  0.2982
H: -4.68 0.24 -0.48  0.3878
H: -3.66 1.11 -1.71  -0.2457
H: -3.76 -0.82 1.19  0.2422
H: -2.05 -1.04 1.42  -0.8086

Properties
total energy = -9357.11787 a.u.
LUMO energy = 0.0761 Eh
highest occupied orbital energy = -0.151 Eh
relative energy (zero: lowest compared OMol25 entry of this formula, charge and spin) = 0.0 kcal per mole
net charge = -1

Record 3
Computed, not measured: a cluster of 2 separate species, C6H14BrN2O2 in total, with ωB97M-V/def2-TZVPD.

Last column: natural (NBO) charge in e.
Element x y z (Å)
C: -0.46 0.58 0.25  0.9134
C: 2.51 0.68 0.07  -0.6528
C: 1.94 -1.68 0.99  -0.6388
C: 1.81 -1.30 -1.43  -0.6227
C: -2.69 1.16 0.62  0.4306
C: 1.69 -0.60 -0.06  0.3119
N: -1.78 0.16 0.55  -0.5887
N: -2.50 2.42 0.25  -0.6657
O: -0.11 1.69 0.51  -0.6153
O: 0.18 -0.40 -0.10  -0.4960
Br: -4.55 -0.48 -0.89  -0.2250
H: 2.40 1.25 -0.82  0.2278
H: 2.34 1.23 1.02  0.2417
H: 3.58 0.40 0.13  0.2425
H: 2.94 -2.08 0.75  0.2422
H: 1.10 -2.36 0.85  0.2191
H: 1.81 -1.42 2.00  0.2252
H: 1.06 -2.04 -1.46  0.2222
H: 1.90 -0.68 -2.28  0.2256
H: 2.72 -1.78 -1.39  0.2178
H: -3.67 1.03 0.87  0.2236
H: -2.10 -0.78 0.58  0.4543
H: -3.16 3.09 0.65  0.4256
H: -1.57 2.70 0.29  0.4407
H: -5.39 -0.76 -1.95  0.2407

Properties
total energy = -3070.76719 a.u.
LUMO energy = -0.1518 Eh
highest occupied orbital energy = -0.542 Eh
relative energy (zero: lowest compared OMol25 entry of this formula, charge and spin) = 27.6 kcal per mole
net charge = +1

Record 4
Computed, not measured: a structure of composition C19H21AuN2O2, with ωB97M-V/def2-TZVPD.

Last column: natural (NBO) charge in e.
Element x y z (Å)
Au: 0.57 0.17 -1.36  1.0510
O: -1.18 1.61 -1.22  -0.5849
N: -1.69 1.78 -0.06  0.1335
N: -0.93 1.55 0.94  0.1508
O: 0.29 1.10 0.86  -0.6621
C: -1.49 1.74 2.24  0.1726
C: -0.68 1.53 3.34  -0.2451
C: -1.20 1.68 4.62  -0.2041
C: -2.53 2.03 4.79  -0.2141
C: -3.33 2.26 3.68  -0.2037
C: -2.83 2.11 2.40  -0.2370
H: 0.35 1.24 3.18  0.2436
H: -0.57 1.51 5.48  0.2147
H: -2.94 2.13 5.79  0.2137
H: -4.37 2.54 3.82  0.2163
H: -3.44 2.28 1.54  0.2443
C: 2.75 0.39 -1.42  -0.4264
C: 2.88 1.81 -1.26  -0.1723
C: 2.91 2.39 0.02  -0.1307
C: 3.07 3.75 0.17  -0.1699
C: 3.19 4.57 -0.95  -0.1626
C: 3.15 4.01 -2.22  -0.2273
C: 2.98 2.66 -2.38  -0.1326
H: 3.04 -0.24 -0.59  0.2324
H: 3.02 -0.02 -2.39  0.2288
H: 2.79 1.75 0.89  0.2328
H: 3.10 4.18 1.16  0.2156
H: 3.32 5.64 -0.82  0.2205
H: 3.24 4.65 -3.09  0.2236
H: 2.94 2.22 -3.37  0.2200
C: -2.31 -4.25 -0.75  -0.5846
C: -1.04 -4.15 -1.60  -0.1786
C: 0.08 -4.97 -0.96  -0.5841
C: -1.31 -4.65 -3.02  -0.5853
C: -0.60 -2.74 -1.64  0.0500
C: -0.28 -1.58 -1.68  -0.4512
H: -2.62 -5.30 -0.67  0.2021
H: -3.12 -3.68 -1.20  0.2150
H: -2.14 -3.85 0.25  0.2151
H: -0.22 -6.02 -0.87  0.2042
H: 0.31 -4.59 0.04  0.2143
H: 0.99 -4.91 -1.56  0.2113
H: -1.62 -5.70 -2.99  0.2032
H: -0.42 -4.56 -3.64  0.2123
H: -2.11 -4.06 -3.49  0.2152

Properties
total energy = -1132.00812 a.u.
LUMO energy (spin up / spin down) = -0.0836 / -0.0835 Eh
highest occupied orbital energy (spin up / spin down) = -0.288 / -0.287 Eh
relative energy (zero: lowest compared OMol25 entry of this formula, charge and spin) = 50.0 kcal per mole
net charge = 0

Record 5
Computed, not measured: an isolated molecule of C20H26N6S, with ωB97M-V/def2-TZVPD.

Last column: natural (NBO) charge in e.
Element x y z (Å)
C: 2.67 -0.79 -1.31  -0.6116
C: 1.89 -1.68 -0.35  -0.1993
C: 1.10 -2.74 -1.11  -0.6254
C: 0.98 -0.78 0.54  -0.0860
C: 0.45 -1.58 1.68  0.3391
N: -0.41 -2.57 1.66  -0.3200
N: -0.53 -3.01 2.90  -0.0595
N: 0.22 -2.36 3.69  -0.0715
N: 0.86 -1.44 2.97  -0.1915
C: 1.85 -0.56 3.55  -0.2537
C: 3.22 -0.91 3.05  -0.2278
C: 3.84 -2.12 3.13  -0.2419
C: 5.11 -2.11 2.51  -0.2477
C: 5.43 -0.91 1.98  -0.4052
S: 4.19 0.25 2.21  0.4398
N: -0.01 -0.08 -0.26  -0.4562
C: -0.10 1.34 0.00  -0.2135
C: -0.88 2.02 -1.13  -0.2189
N: -2.20 1.44 -1.21  -0.4686
C: -3.25 2.17 -1.75  0.2694
C: -3.06 3.38 -2.43  -0.3030
C: -4.14 4.11 -2.90  -0.1870
C: -5.43 3.65 -2.72  -0.2521
C: -5.63 2.46 -2.05  -0.1885
C: -4.57 1.73 -1.57  -0.2764
C: -2.13 0.01 -1.42  -0.2032
C: -1.36 -0.63 -0.27  -0.2380
H: 1.98 -0.22 -1.92  0.2163
H: 3.29 -1.40 -1.96  0.2121
H: 3.31 -0.10 -0.77  0.2019
H: 2.60 -2.19 0.32  0.2037
H: 0.47 -2.26 -1.86  0.2065
H: 0.48 -3.32 -0.44  0.2330
H: 1.79 -3.41 -1.63  0.2120
H: 1.65 -0.02 0.97  0.2176
H: 1.61 0.48 3.32  0.2241
H: 1.78 -0.71 4.63  0.2554
H: 3.41 -2.98 3.61  0.2357
H: 5.76 -2.97 2.48  0.2309
H: 6.33 -0.62 1.46  0.2409
H: 0.91 1.76 0.02  0.2004
H: -0.60 1.56 0.96  0.1677
H: -0.96 3.08 -0.90  0.2125
H: -0.32 1.89 -2.07  0.1763
H: -2.06 3.75 -2.61  0.2104
H: -3.96 5.04 -3.42  0.2101
H: -6.27 4.22 -3.09  0.2113
H: -6.64 2.09 -1.89  0.2114
H: -4.75 0.81 -1.03  0.2101
H: -3.13 -0.41 -1.48  0.2123
H: -1.60 -0.20 -2.36  0.1756
H: -1.31 -1.71 -0.40  0.2350
H: -1.89 -0.42 0.67  0.1748

Properties
SMILES = CC(C)[C@H](c1nnnn1Cc1cccs1)N1CCN(c2ccccc2)CC1
total energy = -1504.39167 a.u.
LUMO energy = 0.0147 Eh
highest occupied orbital energy = -0.285 Eh
relative energy (zero: lowest compared OMol25 entry of this formula, charge and spin) = 2.5 kcal per mole
net charge = 0